Here is a 3-piece molecular cluster, C31H58FN4O7S overall at a distorted geometry from the OMol25 dataset. Energies are from ωB97M-V/def2-TZVPD.

As for the energy above the lowest of the compared OMol25 structures with the same formula, charge and spin: 0.00 kJ/mol. The molar mass comes out at 649.89 g mol⁻¹. The charge is +1. The value obtained for the electronic energy is -66916.914 eV. As for the spin multiplicity: 3.

XYZ file:
```
102
Properties=species:S:1:pos:R:3:mulliken_charge:R:1
C -1.824 -7.185 4.821 -0.571
C -0.887 -6.312 4.266 -0.487
N -1.445 -5.059 3.729 0.276
C -1.710 -4.756 2.380 0.035
S -1.420 -5.749 0.894 1.290
O -0.210 -5.378 0.222 -0.466
O -2.600 -5.661 0.079 -0.580
F -1.266 -7.290 1.407 -0.241
C -2.275 -3.436 2.504 0.763
C -2.777 -2.687 1.227 -1.499
O -1.752 -2.376 0.316 -0.266
C -1.149 -1.098 0.621 -0.271
C 0.369 -1.394 1.011 0.528
C 0.926 -0.173 1.837 -1.158
N -2.264 -3.055 3.838 0.388
C -2.723 -1.749 4.373 -0.952
C -1.445 -0.942 4.895 0.094
C -1.790 -0.071 6.171 -0.592
O -0.657 0.505 6.793 -0.345
C 0.185 -0.464 7.425 -0.420
C -1.741 -4.077 4.620 0.065
O -1.576 -4.113 5.948 -0.412
H -2.605 -7.652 4.165 0.272
H -1.783 -7.429 5.909 0.277
H 0.190 -6.570 4.185 0.422
H -3.469 -3.396 0.695 0.546
H -3.405 -1.813 1.538 0.387
H -1.598 -0.630 1.543 0.159
H -1.240 -0.341 -0.193 0.145
H 0.321 -2.333 1.630 0.105
H 0.901 -1.594 0.040 -0.059
H 1.593 0.428 1.178 0.301
H 1.441 -0.525 2.772 0.296
H 0.099 0.508 2.176 0.236
H -3.388 -1.864 5.263 0.558
H -3.215 -1.123 3.597 0.294
H -0.569 -1.622 5.059 0.302
H -1.157 -0.214 4.091 -0.068
H -2.424 0.789 5.820 0.295
H -2.424 -0.694 6.857 0.390
H -0.040 -1.525 7.156 0.041
H 0.165 -0.379 8.545 0.285
H 1.240 -0.231 7.110 0.250
H -0.629 -4.007 6.182 0.397
C 1.565 -0.230 -5.761 -1.895
C 2.241 -0.164 -4.373 2.074
C 3.766 -0.175 -4.554 -1.213
C 4.289 -1.529 -5.018 -0.622
C 3.836 -2.637 -4.073 -1.274
C 2.327 -2.641 -3.766 1.935
N 1.768 -1.280 -3.500 0.506
O 2.062 -0.962 -2.249 -0.570
C 1.544 -3.291 -4.928 -1.751
C 2.099 -3.617 -2.593 -2.073
C 1.811 1.213 -3.832 -2.493
H 1.702 0.709 -6.301 0.455
H 1.977 -0.994 -6.415 0.386
H 0.490 -0.397 -5.668 0.364
H 4.257 0.092 -3.612 0.388
H 4.061 0.593 -5.275 0.396
H 3.966 -1.744 -6.040 0.340
H 5.382 -1.503 -5.047 0.382
H 4.130 -3.603 -4.492 0.368
H 4.397 -2.529 -3.138 0.398
H 0.467 -3.228 -4.755 0.382
H 1.793 -4.351 -5.016 0.478
H 1.760 -2.862 -5.903 0.312
H 2.701 -3.364 -1.719 0.320
H 2.382 -4.631 -2.879 0.447
H 1.048 -3.639 -2.292 0.530
H 0.725 1.263 -3.708 0.494
H 2.101 2.004 -4.526 0.470
H 2.278 1.458 -2.876 0.439
C -1.521 7.299 -1.628 -1.745
C -1.032 6.507 -0.395 1.679
C 0.503 6.537 -0.353 -1.314
C 1.136 5.694 -1.453 -0.772
C 0.609 4.263 -1.408 -0.636
C -0.926 4.147 -1.357 2.038
N -1.566 5.112 -0.416 0.391
O -1.450 4.618 0.808 -0.584
C -1.526 4.339 -2.767 -1.840
C -1.265 2.681 -1.024 -1.932
C -1.583 7.319 0.792 -1.813
H -1.354 8.369 -1.489 0.464
H -0.998 7.050 -2.549 0.297
H -2.592 7.157 -1.789 0.366
H 0.858 6.178 0.620 0.365
H 0.857 7.569 -0.438 0.412
H 0.954 6.135 -2.437 0.335
H 2.221 5.684 -1.323 0.436
H 0.992 3.716 -2.275 -0.151
H 1.040 3.775 -0.526 0.468
H -2.618 4.337 -2.729 0.397
H -1.227 3.524 -3.430 0.399
H -1.203 5.250 -3.265 0.360
H -0.790 2.345 -0.099 0.394
H -0.909 2.014 -1.812 0.252
H -2.344 2.534 -0.930 0.528
H -2.676 7.333 0.783 0.444
H -1.238 8.353 0.740 0.425
H -1.252 6.934 1.758 0.355
```